Entry 1:
An isolated molecule of C3H5N5O2, computed with wB97M-V/def2-TZVPD.

Geometry as XYZ:
```
15
Properties=species:S:1:pos:R:3:forces:R:3:mulliken_charge:R:1
C -0.108413 0.498771 -0.040476 1.2875 -0.6958 0.2544 0.81
C 1.058353 -1.508114 0.038629 2.9334 1.7847 0.4243 0.62
C -0.066466 1.995772 -0.093897 1.1783 1.5656 -1.1158 -0.93
N 1.058619 -0.153586 0.007333 -1.6929 3.0394 -0.1843 -0.48
N 0.086896 -2.252428 -0.055212 -4.1142 -0.6448 -0.3542 -0.30
N -1.226569 -0.210206 -0.052517 2.4045 -2.5504 -0.2980 -0.46
N 2.314031 -1.949199 0.256110 0.4942 0.6653 0.4619 -0.35
N -2.531534 0.129993 -0.005142 0.8346 -0.1393 0.6868 0.96
O -2.835286 1.242127 0.324936 -0.5172 1.5362 0.0634 -0.61
O -3.256750 -0.792508 -0.188552 -1.4605 -0.9594 -0.5486 -0.60
H -0.866692 2.400895 0.549380 0.4123 -0.0398 -0.6408 0.34
H 0.959727 2.448442 0.199828 -1.7353 -1.1787 -0.3679 0.28
H -0.205348 2.297347 -1.213357 -0.1163 -0.4205 2.0270 0.24
H 3.062843 -1.282663 0.182326 -0.3215 0.3360 -0.0893 0.25
H 2.556594 -2.864647 0.090607 0.4132 -2.2985 -0.3190 0.23
```
Forces are in eV/Å.

Results
LUMO (alpha / beta) = -2.5288 / -3.0393 eV
energy above the lowest of the compared OMol25 structures with the same formula, charge and spin = 150.9 kcal/mol
multiplicity = 1
E_HOMO (alpha / beta) = -10.082 / -10.009 eV
Kohn-Sham gap (alpha / beta) = 0.2776 / 0.2561 Ha
total energy = -14730.0335 eV

***

Entry 2:
A cluster of 2 separate species, C3H5N6 in total, computed with wB97M-V/def2-TZVPD.

Geometry as XYZ:
```
14
Properties=species:S:1:pos:R:3:forces:R:3:mulliken_charge:R:1
C -1.897959 -0.831794 0.180684 0.7366 0.4826 0.5683 -0.01
C -2.491895 0.312919 0.101959 -1.8614 2.1858 0.4499 0.33
C 1.746548 1.183868 -0.040516 -0.0030 -0.0274 0.1885 0.29
N -0.918000 -1.552220 0.237907 -1.9528 2.0875 -0.0059 0.57
N -3.080830 1.347658 0.127190 0.1864 -1.5047 -0.7317 -0.21
N 1.673028 0.072890 0.220822 -0.0388 -1.4311 0.3192 -0.40
N -0.305362 -2.516865 0.040220 0.6749 -2.2944 -0.6621 -0.35
N 0.959892 -2.680616 0.032863 2.3947 0.0911 0.5287 -0.21
N 1.740517 2.440236 -0.329604 -1.5097 1.8849 -3.0795 -0.43
H -3.898681 1.946446 0.229547 0.8104 -0.2138 0.2434 0.32
H 1.183753 -3.641178 -0.017239 0.3990 -0.8923 -0.1380 0.24
H 1.701701 -2.010797 0.338843 -1.3679 0.0676 -0.2798 0.38
H 1.349442 2.779368 -1.249518 0.6240 -0.9521 1.5222 0.26
H 2.237850 3.150089 0.126842 0.9075 0.5163 1.0767 0.23
```
Forces are in eV/Å.

Results
LUMO = -5.7187 eV
energy above the lowest of the compared OMol25 structures with the same formula, charge and spin = 72.4 kcal/mol
multiplicity = 1
charge = +1
E_HOMO = -12.520 eV
Kohn-Sham gap = 0.2499 Ha
total energy = -12119.7337 eV

***

Entry 3:
A structure of composition C3H5NO, computed with wB97M-V/def2-TZVPD.

Geometry as XYZ:
```
10
Properties=species:S:1:pos:R:3:forces:R:3:mulliken_charge:R:1
C -0.514784 0.450502 0.385008 -1.0631 -1.2297 2.7140 -0.72
C -1.382705 -0.474221 -0.053566 0.1956 0.1384 -0.0951 -0.40
H -1.195535 -1.530836 0.100070 -0.0156 0.0011 0.1539 0.25
H -2.302603 -0.233821 -0.574629 0.1226 0.0841 -0.2259 0.26
H -0.755192 1.501511 0.266191 0.2935 0.0114 0.0826 0.37
H 0.194506 -0.016998 1.303913 -2.5332 2.0067 -2.1843 0.32
N 1.746474 0.248334 -1.045850 -0.7009 0.6782 0.3170 -0.55
C 1.428258 0.020934 0.122301 3.4032 -3.1990 1.8830 0.70
O 1.739613 -0.523917 1.193162 0.1162 1.4745 -2.5905 -0.55
H 1.041969 0.558513 -1.696601 0.1817 0.0343 -0.0548 0.31
```
Forces are in eV/Å.

Results
LUMO = -0.3524 eV
energy above the lowest of the compared OMol25 structures with the same formula, charge and spin = 79.5 kcal/mol
multiplicity = 1
E_HOMO = -10.165 eV
Kohn-Sham gap = 0.3606 Ha
total energy = -6726.1254 eV

***

Entry 4:
An isolated molecule of C3H5NO, computed with wB97M-V/def2-TZVPD.

Geometry as XYZ:
```
10
Properties=species:S:1:pos:R:3:forces:R:3:mulliken_charge:R:1
O 2.041246 0.208500 0.266309 -0.3085 -0.0203 -0.1359 -0.58
C 0.917343 -0.038964 -0.117482 0.1701 -0.0325 -0.1263 0.40
C -0.295318 0.728709 0.440917 -0.0470 -0.1356 0.2039 -0.30
C -1.481749 -0.122613 0.585430 0.1704 0.2490 0.1629 -0.50
N 0.593202 -0.967434 -1.052311 0.0037 -0.0109 0.1058 -0.37
H 0.040501 1.372820 1.262815 -0.0701 -0.1424 -0.0661 0.33
H -0.627902 1.391674 -0.387625 -0.0412 -0.0892 0.0663 0.28
H -2.038355 0.201671 1.485280 -0.0239 0.0927 -0.2067 0.19
H -0.375600 -1.260786 -1.086977 0.1485 0.0264 0.0205 0.31
H 1.312149 -1.612949 -1.334670 -0.0019 0.0627 -0.0244 0.25
```
Forces are in eV/Å.

Results
LUMO = -0.8174 eV
energy above the lowest of the compared OMol25 structures with the same formula, charge and spin = 76.9 kcal/mol
multiplicity = 1
E_HOMO = -9.367 eV
Kohn-Sham gap = 0.3142 Ha
total energy = -6726.2381 eV

***

Entry 5:
A cluster of 2 separate species, C3H5NO in total, computed with wB97M-V/def2-TZVPD.

Geometry as XYZ:
```
10
Properties=species:S:1:pos:R:3:forces:R:3:mulliken_charge:R:1
C -0.984450 -0.864547 -0.178321 -0.4844 -0.0406 -0.0274 0.04
N -2.228658 -0.728296 -0.219543 0.4567 -0.2194 -0.0064 -0.46
C -1.372117 0.517452 -0.018955 0.0532 0.3540 0.0539 -0.38
H -0.239535 -1.651876 -0.242172 -0.1917 0.0535 -0.0077 0.31
H -1.304758 1.212154 -0.855514 -0.0179 -0.1507 0.1332 0.24
H -1.389454 0.974956 0.969613 -0.0109 -0.1004 -0.1684 0.25
C 1.882095 0.129098 0.136805 -0.0219 0.3544 0.0565 -0.19
O 1.587474 1.290120 0.237413 0.2334 -0.4258 0.0273 -0.38
H 1.987097 -0.537385 1.018261 -0.0242 0.1479 -0.0668 0.28
H 2.062307 -0.341676 -0.847585 0.0077 0.0270 0.0057 0.28
```
Forces are in eV/Å.

Results
LUMO = 0.6232 eV
SMILES string = C1=NC1.C=O
energy above the lowest of the compared OMol25 structures with the same formula, charge and spin = 76.6 kcal/mol
multiplicity = 1
E_HOMO = -10.333 eV
Kohn-Sham gap = 0.4026 Ha
total energy = -6726.2519 eV

***

Entry 6:
An isolated molecule of C3H5NO, computed with wB97M-V/def2-TZVPD.

Geometry as XYZ:
```
10
Properties=species:S:1:pos:R:3:forces:R:3:mulliken_charge:R:1
C 1.722165 -0.103875 -0.386081 0.3063 0.1376 -0.0212 -0.60
O 0.454409 -0.778715 -0.378174 -0.2572 0.0185 0.0144 -0.37
C -0.531852 -0.089409 0.148799 -0.0692 0.4201 0.1503 0.59
N -0.794712 0.993589 0.724656 0.3311 -0.3225 -0.2239 -0.52
C -1.938563 0.014455 0.360007 -0.3334 -0.2053 -0.0313 -0.32
H 2.338560 -0.484162 0.434194 -0.1251 0.0992 -0.1321 0.25
H 1.585629 0.978481 -0.287292 0.0105 -0.2439 -0.0111 0.34
H 2.186576 -0.342002 -1.346086 -0.0389 0.0582 0.2159 0.21
H -2.424721 -0.505951 1.183941 0.0948 0.0625 -0.0831 0.22
H -2.597491 0.317590 -0.453964 0.0811 -0.0245 0.1220 0.20
```
Forces are in eV/Å.

Results
LUMO = 0.9911 eV
SMILES string = COC1=NC1
energy above the lowest of the compared OMol25 structures with the same formula, charge and spin = 54.9 kcal/mol
multiplicity = 1
E_HOMO = -9.950 eV
Kohn-Sham gap = 0.4021 Ha
total energy = -6727.1914 eV

***

Entry 7:
A cluster of 2 separate species, C3H5NO in total, computed with wB97M-V/def2-TZVPD.

Geometry as XYZ:
```
10
Properties=species:S:1:pos:R:3:forces:R:3:mulliken_charge:R:1
C 1.530019 -0.328921 0.055110 -0.8350 0.6607 -0.1564 -0.67
C -1.756902 -0.996226 -0.349239 1.1716 1.2184 -1.8819 -0.37
C 0.789802 0.789391 0.066346 2.6806 1.0453 0.5035 0.14
N -0.546904 0.833723 -0.154894 -5.0923 -1.9050 -0.2594 0.14
O -1.175183 1.871507 -0.314922 2.0396 -1.1903 0.2882 -0.37
H 2.575470 -0.287343 0.304565 0.1485 0.1004 -0.0132 0.25
H 1.117031 -1.275291 -0.232954 -0.2351 -0.3001 -0.0317 0.24
H -2.625535 -0.624942 0.167272 0.0055 0.3241 0.7936 0.17
H -1.140633 -1.738909 0.141200 0.1268 0.1926 0.8695 0.10
H 1.232834 1.757010 0.317516 -0.0103 -0.1460 -0.1122 0.36
```
Forces are in eV/Å.

Results
LUMO (alpha / beta) = -1.6469 / -1.5758 eV
energy above the lowest of the compared OMol25 structures with the same formula, charge and spin = 175.6 kcal/mol
multiplicity = 1
E_HOMO (alpha / beta) = -7.784 / -7.900 eV
Kohn-Sham gap (alpha / beta) = 0.2256 / 0.2324 Ha
total energy = -6721.9592 eV

***

Entry 8:
An isolated molecule of C3H5NO, computed with wB97M-V/def2-TZVPD.

Geometry as XYZ:
```
10
Properties=species:S:1:pos:R:3:forces:R:3:mulliken_charge:R:1
C -0.462611 0.003518 0.896656 -0.0096 0.3022 -0.2737 -0.28
O 0.295182 -1.054795 0.460119 -0.1909 -0.5258 0.0082 -0.36
C 0.401230 -0.860041 -0.949775 0.1322 -0.0857 -0.3683 -0.22
C 0.494787 0.648088 -1.211942 -0.3828 -0.0640 1.1030 -0.30
N -0.017259 1.088998 -0.083251 0.0294 -0.9284 1.3206 -0.05
H -0.283945 0.156435 1.977189 0.1462 0.4401 -0.6355 0.27
H -1.547975 -0.135901 0.735236 0.1885 -0.0813 0.0111 0.26
H -0.031751 1.999599 0.338410 0.0227 0.6695 -0.8930 0.19
H -0.509024 -1.241119 -1.444083 0.1429 0.0733 -0.1224 0.25
H 1.263903 -1.437421 -1.281484 -0.0786 0.2001 -0.1499 0.25
```
Forces are in eV/Å.

Results
LUMO = 0.8911 eV
energy above the lowest of the compared OMol25 structures with the same formula, charge and spin = 59.2 kcal/mol
multiplicity = 1
E_HOMO = -8.867 eV
Kohn-Sham gap = 0.3586 Ha
total energy = -6727.0035 eV